Record 1
Entry from the Open Molecules 2025 dataset: C21H28B5F28Li4O13 as an isolated structure (wB97M-V/def2-TZVPD).

**Largest force on an atom**: 6.58 eV/Å
**LUMO (spin up / spin down)**: -1.6 / -8.2 eV
**Multiplicity**: 2

Each line ends with the Löwdin spin population.
Geometry (Å):
1 Li 8.64034 -6.38807 -13.64483  0.00
2 Li 4.28197 -7.90769 -14.29696  0.00
3 Li 4.30297 -3.97995 -12.65195  0.00
4 Li 6.64327 -5.72725 -16.75351  0.00
5 B 4.02747 -7.48438 -16.80323  0.00
6 F 4.54304 -8.08718 -17.94925  0.00
7 F 5.08988 -6.90960 -16.19574  0.00
8 F 3.23459 -6.43143 -17.25098  0.00
9 F 3.34310 -8.42863 -16.00262  0.00
10 B 6.18557 -6.50400 -12.75555  0.00
11 F 7.40446 -6.54582 -12.03570  0.00
12 F 6.46229 -6.17704 -14.03715  0.00
13 F 5.56201 -7.69847 -12.84315  0.00
14 F 5.27987 -5.63603 -12.25760  0.00
15 B 9.46904 -4.96541 -15.29766  0.00
16 F 10.29987 -5.95708 -14.94536  0.00
17 F 8.31671 -5.60501 -15.79493  0.00
18 F 8.93788 -4.22273 -14.27397  0.00
19 F 10.08459 -4.17005 -16.19013  0.00
20 B 2.18558 -5.93917 -13.96097  0.00
21 F 3.37789 -5.35328 -14.18711  0.00
22 F 1.50848 -5.21675 -13.04524  0.00
23 F 1.52683 -6.07622 -15.15486  0.00
24 F 2.40470 -7.13057 -13.42423  0.00
25 B 6.73070 -2.16011 -11.75750  0.00
26 F 6.35654 -1.20731 -12.61658  0.00
27 F 7.57183 -3.00537 -12.36757  0.00
28 F 7.31432 -1.62024 -10.63073  0.00
29 F 5.60243 -2.85565 -11.43010  0.00
30 C 6.31929 -2.45423 -7.43999  0.00
31 C 5.42026 -3.61023 -7.85307  0.00
32 C 5.95734 -4.59827 -8.88881  0.00
33 O 5.85329 -5.75807 -8.15401  0.00
34 C 5.46755 -5.59461 -6.81811  0.00
35 O 5.36695 -6.47490 -5.96222  0.00
36 O 5.18056 -4.34916 -6.61399  0.00
37 H 6.47018 -1.81983 -8.31341  0.00
38 H 7.27167 -2.88548 -7.13162  0.00
39 H 5.93762 -1.84685 -6.61930  0.00
40 H 4.42549 -3.31740 -8.18891  0.00
41 H 6.93232 -4.33341 -9.29791  0.00
42 H 5.31752 -4.58988 -9.77123  0.00
43 C 1.47068 -12.92228 -11.84199  0.00
44 C 2.96441 -12.72821 -12.12058  0.00
45 C 3.67687 -13.34216 -13.35964  0.00
46 O 4.60801 -12.31275 -13.72496  0.00
47 C 4.11735 -11.10887 -13.23842  0.00
48 O 4.43504 -9.96983 -13.63382  0.00
49 O 3.14511 -11.35221 -12.32087  0.00
50 H 1.22797 -12.37190 -10.93299  0.00
51 H 1.12445 -13.94890 -11.72248  0.00
52 H 0.89211 -12.44718 -12.63422  0.00
53 H 3.53558 -12.99364 -11.23097  0.00
54 H 3.01859 -13.60784 -14.18680  0.00
55 H 4.25543 -14.13047 -12.87803  0.00
56 C 4.16325 -7.77737 -9.68121  0.01
57 C 2.70513 -8.10426 -9.62994  0.01
58 C 2.04848 -8.69629 -10.85402  0.01
59 O 1.30364 -9.79886 -10.32748  0.03
60 C 1.48876 -9.92528 -9.06621  0.07
61 O 0.96881 -10.78314 -8.37959  0.78
62 O 2.47432 -9.19859 -8.68335  0.07
63 H 4.47233 -7.73870 -8.63666  0.00
64 H 4.31531 -6.86627 -10.25990  0.00
65 H 4.66551 -8.55895 -10.25127  0.00
66 H 2.17933 -7.23269 -9.24006  0.00
67 H 2.71033 -9.08026 -11.63030  0.00
68 H 1.36379 -8.03214 -11.38147  0.00
69 C 7.23547 -12.13478 -17.39595  0.00
70 C 7.15726 -11.46281 -16.06688  0.00
71 C 8.40577 -11.71697 -15.23740  0.00
72 O 8.77313 -10.37821 -14.68721  0.00
73 C 7.92429 -9.47619 -15.23068  0.00
74 O 8.05309 -8.28852 -15.03253  0.00
75 O 7.08438 -10.08051 -16.14416  0.00
76 H 6.45743 -11.81076 -18.08715  0.00
77 H 7.04134 -13.20629 -17.44361  0.00
78 H 8.15031 -11.88452 -17.93310  0.00
79 H 6.33024 -11.93618 -15.53766  0.00
80 H 9.22757 -11.95690 -15.91207  0.00
81 H 8.40152 -12.42495 -14.40864  0.00
82 C 7.65871 -11.90994 -8.69850  0.00
83 C 7.62452 -12.71479 -10.04757  0.00
84 C 6.82895 -12.08451 -11.16110  0.00
85 F 6.76011 -12.85403 -12.32361  0.00
86 F 5.59784 -11.55829 -10.88483  0.00
87 F 8.83621 -12.99509 -10.36998  0.00
88 F 7.06403 -13.86707 -9.66780  0.00
89 O 8.35098 -10.64213 -8.89904  0.00
90 C 7.79550 -9.44390 -8.36847  0.00
91 C 8.55916 -8.20102 -8.97255  0.00
92 F 8.08462 -7.10054 -8.40334  0.00
93 F 9.84412 -8.19949 -8.79061  0.00
94 F 6.51761 -9.38211 -8.70137  0.00
95 F 7.89287 -9.42339 -7.06914  0.00
96 H 8.27352 -12.50179 -8.02039  0.00
97 H 6.67739 -11.86250 -8.22641  0.00
98 H 7.47005 -11.22577 -11.36020  0.00
99 H 8.41296 -8.21645 -10.05259  0.00

Cartesian forces (eV/Å) of the 6 atoms listed first:
-0.3 0.2 -0.3
-0.3 -0.1 0.0
0.5 -0.1 -0.1
0.1 -0.4 0.7
-2.3 0.0 -3.8
0.2 -1.0 -0.2



Record 2
Entry from the Open Molecules 2025 dataset: a single C5H8N2 molecule (wB97M-V/def2-TZVPD).

**Largest force on an atom**: 0.29 eV/Å
**LUMO (spin up / spin down)**: 0.2 / 0.1 eV
**Energy relative to the best compared isomer or geometry (same formula, charge and spin)**: 310.36 kJ/mol

Each line ends with the Löwdin charge.
Geometry (Å):
1 C -2.49796 -0.36092 -0.30875  0.01
2 C -1.14329 -0.20357 -0.39195  -0.40
3 C -0.58916 1.11393 -0.67504  0.00
4 N 0.63361 1.19484 -0.27479  0.12
5 C 1.01810 -0.08417 0.44004  -0.43
6 N 2.41845 -0.36754 0.31352  0.05
7 C -0.00522 -1.00795 -0.11519  -0.09
8 H -3.18839 0.43293 -0.56968  0.03
9 H -2.90580 -1.28553 0.08518  0.04
10 H 0.79636 0.21006 1.49113  0.15
11 H -1.10491 1.96794 -1.10842  0.14
12 H 1.24599 1.99559 -0.35631  0.16
13 H 2.86964 -0.28056 1.21448  0.07
14 H 2.55975 -1.31237 -0.02405  0.07
15 H -0.10718 -2.01268 0.27982  0.08

Cartesian forces (eV/Å) of the 6 atoms listed first:
-0.1 -0.1 0.0
0.0 0.1 0.0
0.1 0.1 0.1
-0.3 0.0 -0.1
0.0 0.1 0.0
0.0 -0.2 0.2



Record 3
Entry from the Open Molecules 2025 dataset: a single C6H6O2 molecule (wB97M-V/def2-TZVPD).

**Largest force on an atom**: 9.04 eV/Å
**LUMO**: 0.2 eV
**SMILES string**: O/C=C\c1ccco1
**Energy relative to the best compared isomer or geometry (same formula, charge and spin)**: 310.11 kJ/mol

Each line ends with the Löwdin charge.
Geometry (Å):
1 C 1.43192 -0.73044 -1.60717  -0.02
2 C 0.55755 -1.40250 -0.56795  0.00
3 C -0.11117 -0.51980 0.19676  -0.31
4 C -0.59093 -0.54275 1.44590  -0.07
5 C -1.24708 0.64948 1.63155  -0.13
6 C -1.22108 1.47571 0.49459  -0.04
7 H 0.57920 0.85325 -1.83366  0.00
8 H 2.43177 -1.23050 -1.92238  0.13
9 H 0.87519 -2.34111 -0.25990  0.08
10 H -0.51238 -1.17859 2.34256  0.13
11 H -1.61555 1.17037 2.65183  0.15
12 H -1.41838 2.56001 0.26086  0.13
13 O 1.23173 0.47663 -2.36869  0.01
14 O -0.39080 0.76024 -0.46431  -0.07

Cartesian forces (eV/Å) of the 6 atoms listed first:
-0.4 -1.9 0.1
5.6 3.1 -6.4
-2.2 3.1 -0.2
-0.2 -0.6 1.7
-2.3 6.3 1.2
1.9 -1.6 0.5



Record 4
Entry from the Open Molecules 2025 dataset: an isolated ion of composition C4H9FN and charge +1 (wB97M-V/def2-TZVPD).

**Largest force on an atom**: 3.00 eV/Å
**LUMO**: -4.1 eV
**SMILES string**: C[C@]1([NH3+])C[C@@H]1F
**Energy relative to the best compared isomer or geometry (same formula, charge and spin)**: 208.97 kJ/mol
**Charge**: +1

Each line ends with the Löwdin charge.
Geometry (Å):
1 C -0.09076 0.91424 -1.05308  0.01
2 C -0.99904 1.05955 0.17537  -0.26
3 C -0.06351 -0.05592 0.09193  -0.44
4 C 1.22988 -0.07157 0.90756  0.02
5 N -0.44482 -1.47903 -0.25432  0.21
6 F -0.86233 1.97466 1.13317  0.08
7 H -0.46519 0.89664 -2.14192  0.16
8 H 0.78195 1.52165 -0.96906  0.10
9 H -2.09944 0.93305 0.02829  0.18
10 H 1.13529 0.59967 1.77399  0.11
11 H 1.94583 0.46924 0.22369  0.11
12 H 1.63592 -1.08043 0.98753  0.09
13 H -0.69080 -1.97324 0.68088  0.21
14 H 0.32721 -2.00865 -0.85911  0.24
15 H -1.34018 -1.69986 -0.72491  0.17

Cartesian forces (eV/Å) of the 6 atoms listed first:
-0.8 1.3 -0.5
-2.7 -0.3 -1.4
1.3 -1.6 -1.4
0.5 1.7 -1.7
-0.5 -2.6 1.1
0.9 0.5 0.5